# 1
This record from OMol25 describes C38H40Cl3IN9O3Rb as an isolated structure at a distorted geometry. The level of theory is ωB97M-V/def2-TZVPD.

Element x y z (Å)
1 Rb -0.472 0.991 -0.142
2 C 1.780 5.687 0.769
3 C 1.401 4.435 0.249
4 N 0.303 3.806 0.584
5 C -0.526 4.381 1.492
6 C -0.223 5.636 2.095
7 C 0.969 6.278 1.693
8 C -1.107 6.213 3.026
9 C -2.289 5.575 3.309
10 C -2.631 4.375 2.686
11 C -1.776 3.731 1.789
12 N -2.041 2.515 1.256
13 C -3.192 2.218 0.655
14 C -4.006 3.185 0.027
15 C -5.112 2.843 -0.738
16 C -5.493 1.528 -0.904
17 C -4.748 0.519 -0.275
18 C -5.101 -0.847 -0.381
19 C -4.364 -1.800 0.263
20 C -3.257 -1.384 1.022
21 N -2.880 -0.132 1.140
22 C -3.596 0.832 0.512
23 H 2.692 6.162 0.431
24 H 2.029 3.949 -0.495
25 H 1.218 7.240 2.127
26 H -0.848 7.155 3.493
27 H -2.977 6.018 4.020
28 H -3.582 3.905 2.904
29 H -3.717 4.224 0.124
30 H -5.683 3.627 -1.223
31 H -6.353 1.259 -1.504
32 H -5.965 -1.116 -0.979
33 H -4.623 -2.849 0.208
34 H -2.663 -2.123 1.550
35 I 2.355 4.709 5.302
36 C 2.509 3.427 3.680
37 C 3.551 3.372 2.791
38 N 3.268 2.347 1.961
39 N 2.113 1.739 2.258
40 C 1.626 2.401 3.294
41 H 4.439 3.975 2.708
42 H 3.789 2.044 1.158
43 H 0.679 2.119 3.733
44 Cl 0.162 2.226 -2.687
45 C -0.494 0.674 -3.228
46 Cl -2.071 0.446 -2.464
47 Cl -0.703 0.720 -4.981
48 C 0.552 -0.459 -2.783
49 O 1.295 -0.879 -3.656
50 O 0.477 -0.737 -1.563
51 C 2.173 -5.734 -5.653
52 C 1.436 -5.036 -4.548
53 C 0.268 -4.332 -4.791
54 C -0.440 -3.712 -3.773
55 C -1.717 -3.001 -4.134
56 C 0.047 -3.785 -2.452
57 C -0.718 -3.111 -1.412
58 O -0.514 -3.117 -0.204
59 C 1.238 -4.503 -2.192
60 C 1.822 -4.625 -0.811
61 C 1.903 -5.111 -3.239
62 H 1.782 -5.455 -6.630
63 H 2.079 -6.816 -5.541
64 H 3.236 -5.493 -5.622
65 H -0.101 -4.256 -5.807
66 H -1.924 -3.137 -5.193
67 H -1.643 -1.931 -3.948
68 H -2.570 -3.381 -3.570
69 H -1.622 -2.599 -1.768
70 H 1.088 -5.031 -0.115
71 H 2.130 -3.640 -0.456
72 H 2.695 -5.278 -0.826
73 H 2.819 -5.658 -3.039
74 N 5.462 -0.726 0.310
75 C 4.525 -0.586 -0.688
76 C 3.331 -0.938 -0.135
77 N 3.538 -1.291 1.178
78 C 4.821 -1.158 1.415
79 H 6.450 -0.573 0.220
80 H 4.775 -0.262 -1.683
81 H 2.353 -0.955 -0.618
82 H 5.313 -1.353 2.353
83 N 0.922 -2.835 2.170
84 C 0.035 -2.081 3.081
85 C 0.159 -0.550 2.933
86 N -0.936 0.183 3.537
87 H 1.116 -3.766 2.526
88 H 1.866 -2.357 2.008
89 H 0.460 -2.957 1.243
90 H 0.285 -2.365 4.104
91 H -0.995 -2.373 2.884
92 H 0.203 -0.260 1.868
93 H 1.094 -0.232 3.396
94 H -1.230 -0.222 4.416
95 H -1.730 0.240 2.900

* energy relative to the best compared isomer or geometry (same formula, charge and spin): 0.565 eV
* HOMO energy: -5.6 eV
* LUMO energy: -0.364 eV
* HOMO-LUMO gap: 5.203 eV
* F_max: 0.0466 hartree/bohr

Atomic partial charges in e from the Mulliken method, atoms 1 to 5: number 1, Rb, carries 0.86; number 2, C, carries -0.91; number 3, C, carries -0.32; number 4, N, carries 0.58; number 5, C, carries 0.21



# 2
This record from OMol25 describes an isolated ion of composition C38H41N2O3 and charge +1 at a distorted geometry. The level of theory is ωB97M-V/def2-TZVPD.

Element x y z (Å)
1 C -4.936 2.023 1.981
2 O -4.776 0.593 1.977
3 C -3.588 0.072 2.388
4 C -3.493 -1.336 2.390
5 C -2.404 -1.940 2.951
6 C -1.366 -1.188 3.529
7 C -0.098 -1.950 3.881
8 C 1.260 -1.189 3.570
9 C 2.513 -1.804 3.743
10 C 3.725 -1.267 3.375
11 C 3.753 -0.064 2.647
12 O 4.968 0.490 2.414
13 C 5.010 1.841 1.917
14 C 2.511 0.525 2.329
15 C 1.314 -0.050 2.746
16 C -0.309 -2.807 5.077
17 C -0.650 -2.193 6.403
18 N -1.836 -2.199 7.026
19 C -3.009 -3.024 6.636
20 C -3.815 -3.557 7.841
21 C -4.541 -4.880 7.695
22 C -4.943 -5.570 8.852
23 C -5.564 -6.814 8.761
24 C -5.811 -7.389 7.505
25 C -5.513 -6.654 6.353
26 C -4.912 -5.390 6.443
27 C -3.858 -1.966 5.961
28 O -4.732 -2.173 5.120
29 N -3.390 -0.727 6.365
30 C -3.964 0.524 5.934
31 C -2.369 -0.870 7.380
32 C -3.062 -0.784 8.762
33 C -2.963 0.693 9.134
34 C -1.818 1.304 8.303
35 C -1.269 0.190 7.420
36 C 0.910 -3.709 5.294
37 C 0.983 -4.785 4.397
38 C 2.176 -5.495 4.277
39 C 3.276 -5.135 5.067
40 C 3.164 -4.150 6.046
41 C 1.970 -3.405 6.149
42 C -1.524 0.194 3.641
43 C -2.551 0.839 2.960
44 H -5.988 2.133 1.706
45 H -4.748 2.457 2.972
46 H -4.287 2.494 1.233
47 H -4.339 -1.892 1.963
48 H -2.312 -3.034 2.891
49 H -0.048 -2.689 3.059
50 H 2.587 -2.814 4.110
51 H 4.661 -1.762 3.621
52 H 6.081 2.070 1.932
53 H 4.617 1.889 0.894
54 H 4.452 2.524 2.570
55 H 2.485 1.441 1.743
56 H 0.404 0.383 2.344
57 H -1.151 -3.497 4.884
58 H 0.188 -1.770 6.984
59 H -2.706 -3.824 5.951
60 H -3.168 -3.590 8.734
61 H -4.593 -2.799 8.058
62 H -4.754 -5.116 9.828
63 H -5.836 -7.354 9.671
64 H -6.256 -8.385 7.437
65 H -5.733 -7.076 5.369
66 H -4.747 -4.784 5.548
67 H -4.764 0.319 5.214
68 H -4.346 1.087 6.795
69 H -3.182 1.117 5.436
70 H -4.102 -1.125 8.718
71 H -2.522 -1.436 9.462
72 H -3.901 1.212 8.913
73 H -2.773 0.813 10.204
74 H -2.149 2.136 7.677
75 H -1.027 1.686 8.955
76 H -0.415 -0.264 7.934
77 H -0.953 0.482 6.409
78 H 0.121 -5.006 3.757
79 H 2.233 -6.303 3.550
80 H 4.209 -5.705 4.992
81 H 4.001 -3.871 6.692
82 H 1.947 -2.493 6.748
83 H -0.795 0.787 4.176
84 H -2.561 1.929 2.906

* energy relative to the best compared isomer or geometry (same formula, charge and spin): 0.916 eV
* total charge: +1
* HOMO energy: -10.5 eV
* LUMO energy: -4.486 eV
* HOMO-LUMO gap: 6.050 eV
* F_max: 0.0765 hartree/bohr

Atomic partial charges in e from the Mulliken method, atoms 1 to 5: number 1, C, carries -0.79; number 2, O, carries -0.45; number 3, C, carries 0.59; number 4, C, carries -0.71; number 5, C, carries -0.95



# 3
This record from OMol25 describes C38H41N4O2S2V as an isolated structure at a distorted geometry. The level of theory is ωB97M-V/def2-TZVPD.

Element x y z (Å)
1 V -0.088 0.011 -0.161
2 C 1.293 2.727 -3.512
3 C 1.810 1.564 -2.665
4 C 3.335 1.646 -2.520
5 C 1.408 0.205 -3.210
6 C 1.279 0.012 -4.573
7 C 0.923 -1.228 -5.090
8 C 0.721 -2.314 -4.252
9 C 0.864 -2.192 -2.882
10 C 0.763 -3.435 -2.016
11 C 2.039 -4.285 -2.154
12 C -0.454 -4.305 -2.366
13 C 1.188 -0.915 -2.375
14 N 1.386 -0.757 -0.967
15 C 2.614 -1.115 -0.356
16 O 3.541 -1.630 -0.896
17 C 2.536 -0.746 1.076
18 C 3.503 -0.919 2.037
19 C 3.231 -0.461 3.324
20 C 2.013 0.156 3.595
21 C 1.116 0.288 2.561
22 N 1.368 -0.158 1.333
23 C -0.195 0.973 2.596
24 O -0.697 1.463 3.558
25 N -0.746 0.963 1.285
26 C -1.824 1.893 1.020
27 C -1.442 3.190 0.622
28 C -2.439 4.145 0.521
29 C -3.760 3.829 0.803
30 C -4.105 2.549 1.200
31 C -3.149 1.553 1.325
32 C -3.563 0.192 1.850
33 C -4.818 -0.335 1.147
34 C -3.809 0.244 3.365
35 C 0.006 3.584 0.376
36 C 0.644 4.139 1.658
37 C 0.166 4.592 -0.760
38 H 1.543 3.673 -3.036
39 H 0.213 2.685 -3.658
40 H 1.768 2.737 -4.493
41 H 1.377 1.680 -1.659
42 H 3.793 1.640 -3.511
43 H 3.753 0.804 -1.965
44 H 3.623 2.573 -2.022
45 H 1.444 0.835 -5.252
46 H 0.813 -1.348 -6.160
47 H 0.475 -3.279 -4.678
48 H 0.682 -3.127 -0.970
49 H 2.140 -4.636 -3.182
50 H 1.972 -5.161 -1.507
51 H 2.938 -3.730 -1.899
52 H -0.226 -4.966 -3.203
53 H -1.326 -3.713 -2.645
54 H -0.719 -4.943 -1.522
55 H 4.437 -1.397 1.775
56 H 3.970 -0.569 4.106
57 H 1.758 0.537 4.575
58 H -2.188 5.153 0.227
59 H -4.524 4.591 0.719
60 H -5.138 2.326 1.435
61 H -2.741 -0.508 1.680
62 H -5.707 0.188 1.500
63 H -4.963 -1.393 1.376
64 H -4.772 -0.211 0.064
65 H -4.654 0.899 3.586
66 H -2.943 0.619 3.906
67 H -4.052 -0.753 3.739
68 H 0.570 2.686 0.090
69 H 0.178 5.093 1.912
70 H 1.711 4.316 1.511
71 H 0.513 3.481 2.518
72 H -0.251 5.561 -0.485
73 H -0.323 4.261 -1.676
74 H 1.225 4.754 -0.966
75 S -1.756 0.366 -1.882
76 C -2.060 -1.105 -1.072
77 N -1.210 -1.443 -0.076
78 C -1.540 -2.631 0.593
79 C -0.868 -3.215 1.653
80 C -1.379 -4.398 2.159
81 C -2.528 -4.976 1.614
82 C -3.194 -4.388 0.551
83 C -2.684 -3.201 0.045
84 S -3.309 -2.237 -1.279
85 H 0.023 -2.760 2.068
86 H -0.882 -4.882 2.990
87 H -2.907 -5.901 2.027
88 H -4.084 -4.842 0.133

* total charge: +2
* HOMO energy: -14.2 eV
* LUMO energy: -8.783 eV
* HOMO-LUMO gap: 5.413 eV
* F_max: 0.0215 hartree/bohr

Atomic partial charges in e from the Mulliken method, atoms 1 to 5: number 1, V, carries -1.02; number 2, C, carries -1.92; number 3, C, carries 2.99; number 4, C, carries -1.63; number 5, C, carries 0.32



# 4
This record from OMol25 describes C38H41N9O2RuS as an isolated structure at a distorted geometry. The level of theory is ωB97M-V/def2-TZVPD.

Element x y z (Å)
1 Ru 0.192 0.073 0.759
2 C -3.045 -0.358 2.889
3 C -3.549 -1.264 1.753
4 C -2.560 -1.538 0.598
5 N -1.167 -1.511 1.046
6 C -0.766 -2.416 1.896
7 C -1.483 -3.625 2.158
8 C -1.361 -4.533 3.167
9 C -0.558 -4.487 4.324
10 C 0.415 -3.572 4.573
11 C 0.950 -2.578 3.723
12 C 0.555 -2.147 2.479
13 N 1.301 -1.306 1.702
14 C 2.740 -1.188 1.977
15 C 3.193 0.181 2.462
16 C 2.965 1.215 1.357
17 N 1.549 1.543 1.322
18 C 1.091 2.525 2.051
19 C 1.918 3.316 2.909
20 C 1.692 4.516 3.515
21 C 0.541 5.321 3.515
22 C -0.676 4.945 3.039
23 C -1.086 3.736 2.437
24 C -0.376 2.640 1.998
25 N -0.979 1.546 1.439
26 C -2.443 1.553 1.337
27 C -3.183 1.134 2.604
28 H -2.001 -0.575 3.117
29 H -3.608 -0.597 3.793
30 H -4.450 -0.831 1.307
31 H -3.846 -2.215 2.197
32 H -2.642 -0.805 -0.197
33 H -2.811 -2.487 0.123
34 H -2.241 -3.859 1.421
35 H -2.033 -5.383 3.095
36 H -0.729 -5.247 5.076
37 H 0.897 -3.646 5.542
38 H 1.787 -2.034 4.140
39 H 3.267 -1.373 1.041
40 H 3.046 -1.974 2.665
41 H 4.252 0.139 2.729
42 H 2.626 0.466 3.352
43 H 3.240 0.776 0.399
44 H 3.595 2.095 1.480
45 H 2.905 2.916 3.087
46 H 2.542 4.910 4.063
47 H 0.615 6.297 3.979
48 H -1.478 5.661 3.189
49 H -2.152 3.686 2.273
50 H -2.717 0.870 0.542
51 H -2.785 2.541 1.017
52 H -4.242 1.382 2.480
53 H -2.804 1.713 3.451
54 O 2.027 4.942 -4.299
55 N 2.861 4.075 -4.151
56 O 3.983 4.083 -4.598
57 C 2.450 2.866 -3.323
58 C 3.338 1.897 -3.239
59 C 3.057 0.695 -2.477
60 C 3.927 -0.398 -2.438
61 C 3.536 -1.527 -1.764
62 C 2.321 -1.505 -1.065
63 N 1.533 -0.455 -1.028
64 C 1.871 0.613 -1.787
65 C 0.881 1.659 -1.929
66 N -0.304 1.398 -1.340
67 C -1.286 2.236 -1.552
68 C -1.124 3.432 -2.277
69 C 0.088 3.723 -2.830
70 C 1.136 2.785 -2.709
71 H 4.280 2.002 -3.760
72 H 4.876 -0.352 -2.961
73 H 4.148 -2.418 -1.747
74 H 1.966 -2.378 -0.531
75 H -2.253 1.966 -1.154
76 H -1.956 4.114 -2.385
77 H 0.238 4.640 -3.380
78 C -2.154 -4.758 -3.856
79 N -1.744 -3.462 -4.345
80 C -2.084 -3.030 -5.696
81 C -1.497 -1.612 -5.770
82 N -1.138 -1.371 -4.379
83 C -1.230 -2.472 -3.591
84 S -0.790 -2.515 -1.974
85 H -1.843 -5.530 -4.561
86 H -3.239 -4.807 -3.734
87 H -1.679 -4.931 -2.894
88 H -3.168 -3.036 -5.836
89 H -1.642 -3.701 -6.432
90 H -2.225 -0.884 -6.120
91 H -0.624 -1.567 -6.421
92 H -0.635 -0.563 -4.057

* energy relative to the best compared isomer or geometry (same formula, charge and spin): 0.000 eV
* expectation value of S²: 0.761
* total charge: +1
* spin multiplicity: 2
* HOMO energy (spin up / spin down): -9.3 / -9.4 eV
* LUMO energy (spin up / spin down): -3.224 / -3.217 eV
* HOMO-LUMO gap (spin up / spin down): 6.056 / 6.165 eV
* F_max: 0.0354 hartree/bohr

Atomic partial charges in e from the Mulliken method, atoms 1 to 5: number 1, Ru, carries -1.00; number 2, C, carries -0.57; number 3, C, carries -0.62; number 4, C, carries -2.13; number 5, N, carries 1.57



# 5
This record from OMol25 describes C38H42As2EuN3O8 as an isolated structure at a distorted geometry. The level of theory is ωB97M-V/def2-TZVPD.

Element x y z (Å)
1 Eu 0.402 0.984 0.085
2 O 2.583 -0.279 3.267
3 C 2.512 -0.181 1.989
4 O 1.504 -0.474 1.340
5 C 3.791 0.222 1.254
6 O 3.488 0.850 0.018
7 C 3.451 2.283 0.060
8 C 2.030 2.581 0.520
9 O 1.699 2.140 1.643
10 O 1.168 2.958 -0.315
11 H 1.691 -0.558 3.646
12 H 4.346 -0.694 1.011
13 H 4.416 0.850 1.895
14 H 3.609 2.631 -0.962
15 H 4.209 2.685 0.737
16 C 2.038 -2.077 -0.918
17 As 0.073 -1.999 -0.841
18 C -0.559 -2.393 -2.659
19 C -0.418 -3.593 0.184
20 O -0.789 -0.711 -0.239
21 H 2.290 -2.761 -1.730
22 H 2.416 -2.490 0.019
23 H 2.484 -1.100 -1.121
24 H -0.044 -3.273 -3.046
25 H -0.354 -1.536 -3.307
26 H -1.634 -2.591 -2.625
27 H 0.039 -4.479 -0.259
28 H -1.504 -3.707 0.170
29 H -0.083 -3.494 1.217
30 O 1.069 0.578 -1.951
31 As 0.042 1.541 -2.842
32 C -1.722 1.585 -1.993
33 C -1.999 2.545 -1.017
34 C -3.195 2.466 -0.308
35 C -4.086 1.431 -0.549
36 C -3.824 0.502 -1.545
37 C -2.646 0.580 -2.270
38 C -0.165 0.806 -4.646
39 C 0.841 0.019 -5.201
40 C 0.728 -0.407 -6.515
41 C -0.374 -0.040 -7.271
42 C -1.370 0.751 -6.719
43 C -1.270 1.183 -5.407
44 C 0.661 3.355 -3.160
45 C -0.282 4.356 -3.355
46 C 0.148 5.642 -3.627
47 C 1.503 5.918 -3.715
48 C 2.439 4.906 -3.558
49 C 2.018 3.615 -3.288
50 H -1.323 3.395 -0.886
51 H -3.431 3.220 0.429
52 H -5.002 1.365 0.018
53 H -4.534 -0.284 -1.758
54 H -2.440 -0.123 -3.074
55 H 1.699 -0.253 -4.587
56 H 1.493 -1.024 -6.956
57 H -0.464 -0.364 -8.296
58 H -2.231 1.031 -7.307
59 H -2.040 1.804 -4.954
60 H -1.342 4.125 -3.290
61 H -0.577 6.428 -3.767
62 H 1.825 6.928 -3.912
63 H 3.490 5.132 -3.648
64 H 2.726 2.799 -3.169
65 C 0.810 -7.179 4.094
66 C 0.196 -5.844 4.355
67 C 0.763 -4.981 5.288
68 C 0.207 -3.742 5.541
69 C -0.942 -3.359 4.867
70 N -1.479 -2.052 5.097
71 C -0.878 -0.990 4.553
72 O 0.128 -1.063 3.855
73 N -1.499 0.227 4.823
74 C -1.390 1.313 3.977
75 C -1.491 2.632 4.417
76 C -1.379 3.644 3.482
77 C -1.164 3.327 2.148
78 N -1.100 2.063 1.708
79 C -1.233 1.086 2.607
80 C -1.513 -4.193 3.918
81 C -0.942 -5.430 3.670
82 H 0.822 -7.771 5.006
83 H 1.842 -7.064 3.766
84 H 0.253 -7.725 3.338
85 H 1.654 -5.279 5.819
86 H 0.658 -3.071 6.255
87 H -2.354 -1.959 5.593
88 H -1.972 0.358 5.704
89 H -1.653 2.855 5.459
90 H -1.465 4.675 3.783
91 H -1.057 4.109 1.404
92 H -1.256 0.066 2.224
93 H -2.399 -3.880 3.382
94 H -1.386 -6.077 2.927

* energy relative to the best compared isomer or geometry (same formula, charge and spin): 2.612 eV
* expectation value of S²: 15.760
* total charge: +1
* spin multiplicity: 8
* HOMO energy (spin up / spin down): -7.5 / -11.0 eV
* LUMO energy (spin up / spin down): -1.634 / -1.641 eV
* HOMO-LUMO gap (spin up / spin down): 5.850 / 9.310 eV
* F_max: 0.0765 hartree/bohr

Atomic partial charges in e from the Mulliken method, atoms 1 to 5: number 1, Eu, carries -0.06; number 2, O, carries -0.59; number 3, C, carries 0.72; number 4, O, carries -0.11; number 5, C, carries -0.77



Q: Number 4 is which compound?
A: C38H41N9O2RuS



Q: Among the records above, which one has the lowest F_max?
A: C38H41N4O2S2V



Q: Number 1 is which compound?
A: C38H40Cl3IN9O3Rb